[1]
The following is a quantum chemistry calculation of a molecular structure, C50H62BN12ORuS3Te, from OMol25.

Its total charge is +2. The energy relative to the best compared isomer or geometry (same formula, charge and spin) comes out at 0.0 kcal per mole. The expectation value of S² is 8.771. The value obtained for the frontier orbital gap (alpha / beta) is 7.37 / 6.08 eV. The spin multiplicity is 6. The highest occupied orbital energy (alpha / beta) comes out at -0.44762 / -0.46120 hartree. For the total energy, the calculation gives -115833.712 eV.

Element x y z (Å)
1 Te 1.504 -0.501 1.435
2 Ru -1.130 -0.753 -0.087
3 S -2.959 -0.664 -1.794
4 S -1.094 1.692 0.319
5 S 0.348 0.077 -2.387
6 O 0.198 -2.197 -1.192
7 N -5.850 -2.174 1.793
8 N -0.323 2.577 -2.625
9 N -2.060 1.018 -3.737
10 N 1.851 2.548 -2.288
11 N -3.517 3.026 0.298
12 N -3.362 -1.244 0.969
13 N -1.139 -2.738 1.071
14 N -2.350 -1.031 -4.466
15 N -2.228 -4.549 1.813
16 N 1.748 -0.835 -2.201
17 N -2.737 2.555 -1.702
18 N -0.913 -4.798 1.658
19 C 3.468 2.638 3.779
20 C -0.839 -0.631 3.367
21 C -4.213 -2.644 -4.299
22 C 3.776 -2.675 -1.443
23 C -1.909 -0.266 -5.525
24 C 3.549 1.452 -0.869
25 C -1.852 -3.323 -3.637
26 C 0.749 1.787 -2.452
27 C -2.349 4.429 1.940
28 C -3.469 2.284 2.707
29 C -2.502 2.432 -0.383
30 C 1.392 -1.955 -1.622
31 C 2.423 -3.007 -1.438
32 C 0.444 -1.122 3.155
33 C 1.442 3.870 -2.354
34 C 4.801 2.250 3.814
35 C 4.242 0.339 2.410
36 C -1.733 0.994 -5.074
37 C -2.432 -0.224 -3.386
38 C -1.105 -2.093 5.241
39 C -4.441 -0.466 0.926
40 C 3.648 1.304 -3.420
41 C 0.112 3.881 -2.557
42 C 4.344 -4.974 -1.041
43 C 0.188 -2.554 5.049
44 C -3.535 -2.490 1.417
45 C -2.440 -2.932 -6.013
46 C -3.953 3.182 -1.856
47 C 2.398 -2.583 3.872
48 C -5.677 -0.936 1.347
49 C 2.039 -4.333 -1.259
50 C -4.433 3.479 -0.632
51 C -2.319 -3.297 1.445
52 C 4.789 -0.874 1.709
53 C 5.164 1.105 3.120
54 C 2.999 -5.314 -1.066
55 C 4.732 -3.655 -1.235
56 C -1.622 -1.117 4.403
57 C 1.085 2.396 3.111
58 C 4.169 3.417 -2.226
59 C -2.721 -2.491 -4.582
60 C 5.821 3.043 4.575
61 C 3.310 2.154 -2.199
62 C -4.823 4.232 2.009
63 C -0.270 -3.724 1.211
64 C 2.503 1.912 3.090
65 C -3.527 3.473 1.746
66 C -4.781 -2.953 1.826
67 C 0.991 -2.081 4.012
68 C 2.904 0.756 2.416
69 B -1.840 2.328 -2.952
70 H 6.258 2.444 5.375
71 H -1.941 -4.372 -3.922
72 H -3.051 2.618 3.657
73 H 4.718 1.098 -3.414
74 H -4.900 -3.970 2.177
75 H 3.421 1.852 -4.335
76 H 0.989 -4.590 -1.310
77 H 5.694 -0.603 1.166
78 H -4.880 5.168 1.455
79 H 3.026 0.502 -0.820
80 H -2.393 5.242 1.215
81 H 6.636 3.359 3.923
82 H -0.803 -3.036 -3.716
83 H -2.155 -3.221 -2.601
84 H 6.201 0.790 3.126
85 H 2.561 -3.459 4.498
86 H -1.413 1.879 -5.590
87 H -5.704 3.626 1.797
88 H -2.622 -0.729 4.555
89 H -4.467 1.890 2.904
90 H 4.617 1.254 -0.767
91 H 3.112 -1.815 4.181
92 H 3.165 3.534 4.308
93 H 4.069 -1.648 -1.615
94 H 5.071 -1.638 2.437
95 H -4.469 -2.340 -3.289
96 H -2.837 1.485 2.338
97 H 3.249 2.093 -0.039
98 H -0.568 4.702 -2.688
99 H -1.385 -2.841 -6.273
100 H 4.104 -1.337 1.001
101 H -2.135 3.207 -3.709
102 H -4.805 -2.065 -5.007
103 H 5.380 3.932 5.021
104 H 5.093 -5.739 -0.886
105 H -1.228 0.149 2.721
106 H 1.035 3.390 3.554
107 H -1.771 -0.667 -6.510
108 H 0.664 2.448 2.105
109 H 5.208 3.094 -2.176
110 H 2.703 -6.348 -0.952
111 H 3.118 0.357 -3.419
112 H -3.043 -2.390 -6.742
113 H 0.447 1.735 3.701
114 H -4.483 -3.694 -4.413
115 H 5.781 -3.394 -1.234
116 H -1.698 -2.486 6.057
117 H 2.646 -2.846 2.840
118 H 2.129 4.686 -2.270
119 H -5.331 3.992 -0.354
120 H -0.538 -5.705 1.886
121 H -2.407 4.859 2.939
122 H -2.708 -3.984 -6.090
123 H 3.989 4.063 -1.368
124 H -4.322 0.534 0.531
125 H -1.392 3.920 1.846
126 H 4.052 3.984 -3.148
127 H -6.546 -0.291 1.314
128 H 0.592 -3.298 5.725
129 H 0.788 -3.687 1.009
130 H -4.848 4.479 3.070
131 H -4.357 3.392 -2.829

[2]
The following is a quantum chemistry calculation of a gas-phase ion, C5H10N (charge +1) in a non-equilibrium geometry, from OMol25.

Its total charge is +1. The energy relative to the best compared isomer or geometry (same formula, charge and spin) comes out at 46.0 kcal per mole. The expectation value of S² is 2.006. The value obtained for the frontier orbital gap (alpha / beta) is 8.78 / 10.34 eV. The spin multiplicity is 3. The highest occupied orbital energy (alpha / beta) comes out at -0.43953 / -0.59857 hartree. For the total energy, the calculation gives -6824.237 eV.

Element x y z (Å)
1 N 0.442 -0.396 -0.515
2 C -1.997 0.743 0.079
3 C -0.551 0.677 -0.109
4 C 1.616 0.490 -0.001
5 C 0.336 -1.654 0.172
6 C 0.739 1.597 0.397
7 H 1.946 -0.151 0.952
8 H 0.569 -1.789 1.252
9 H 0.878 -2.362 -0.401
10 H -2.250 1.157 0.994
11 H -2.539 -0.148 -0.104
12 H -0.565 -2.219 0.076
13 H -2.293 1.442 -0.616
14 H 2.424 0.607 -0.833
15 H 0.747 2.671 0.153
16 H 0.497 -0.662 -1.496

[3]
The following is a quantum chemistry calculation of 3 unconnected molecules or ions with the total composition C14H35O10P2S in a non-equilibrium geometry, from OMol25.

Its total charge is -1. The value obtained for the frontier orbital gap is 5.45 eV. The highest occupied orbital energy comes out at -0.11129 hartree. For the total energy, the calculation gives -64976.927 eV.

Element x y z (Å)
1 S 0.972 -1.002 -1.339
2 P 4.505 -1.486 5.096
3 P -3.929 1.607 -5.151
4 O -3.448 2.989 -4.518
5 O -4.216 0.967 -6.445
6 O -5.393 1.652 -4.415
7 O 1.225 -0.571 -2.730
8 O 5.715 -1.167 4.324
9 O 0.733 0.202 -0.538
10 O 3.960 -2.934 4.681
11 O 3.892 -1.442 6.577
12 O -3.171 0.614 -4.178
13 O 3.347 -0.558 4.463
14 C -4.021 4.227 -4.988
15 C -6.592 1.425 -5.143
16 C 2.303 -1.898 -0.808
17 C 4.696 -4.524 6.388
18 C -5.147 4.688 -4.081
19 C 3.473 0.204 2.147
20 C -1.836 0.158 -4.519
21 C -0.778 1.197 -4.235
22 C 3.649 0.557 3.607
23 C -7.073 0.000 -4.964
24 C 2.699 0.590 7.219
25 C 4.757 -4.091 4.934
26 C -0.563 -1.928 -1.360
27 C 3.981 -0.213 7.331
28 H -6.091 4.215 -4.347
29 H 0.213 0.773 -4.373
30 H 4.653 0.933 3.809
31 H 4.359 -4.879 4.296
32 H -1.375 -1.207 -1.287
33 H 2.432 -0.026 1.925
34 H -0.614 -2.499 -2.284
35 H 3.781 1.034 1.510
36 H 1.834 -0.070 7.172
37 H -4.934 4.434 -3.044
38 H -0.636 -2.628 -0.527
39 H -5.286 5.766 -4.171
40 H 2.023 -2.915 -0.523
41 H -4.358 4.128 -6.022
42 H 2.599 1.260 8.075
43 H 2.949 1.353 3.877
44 H -0.859 1.565 -3.214
45 H 2.966 -1.940 -1.671
46 H -7.340 2.118 -4.746
47 H 3.660 -4.620 6.716
48 H 5.177 -3.792 7.038
49 H 4.845 0.374 7.010
50 H 5.790 -3.905 4.626
51 H -7.948 -0.195 -5.587
52 H 4.050 -0.678 1.872
53 H -7.343 -0.179 -3.922
54 H 4.146 -0.504 8.368
55 H -0.891 2.059 -4.903
56 H -3.214 4.959 -4.973
57 H -6.290 -0.712 -5.222
58 H -1.815 -0.148 -5.568
59 H 2.691 1.204 6.321
60 H -1.654 -0.725 -3.912
61 H -6.461 1.662 -6.199
62 H 5.203 -5.481 6.523

[4]
The following is a quantum chemistry calculation of C2H5NO in the gas phase in a non-equilibrium geometry, from OMol25.

Its total charge is 0. The SMILES is NCC=O. The energy relative to the best compared isomer or geometry (same formula, charge and spin) comes out at 31.5 kcal per mole. The value obtained for the frontier orbital gap is 10.06 eV. The highest occupied orbital energy comes out at -0.33622 hartree. For the total energy, the calculation gives -5691.862 eV.

Element x y z (Å)
1 O -1.108 -0.962 0.521
2 N 1.414 -0.049 -0.396
3 C 0.193 0.720 -0.519
4 C -0.855 0.208 0.475
5 H 1.237 -0.955 -0.012
6 H -0.326 0.617 -1.486
7 H -1.353 0.987 1.086
8 H 2.148 0.416 0.109
9 H 0.373 1.779 -0.334

[5]
The following is a quantum chemistry calculation of 2 unconnected molecules or ions with the total composition C6H12NO3 in a non-equilibrium geometry, from OMol25.

Its total charge is -1. The energy relative to the best compared isomer or geometry (same formula, charge and spin) comes out at 16.5 kcal per mole. The value obtained for the frontier orbital gap is 7.45 eV. The highest occupied orbital energy comes out at -0.15178 hartree. For the total energy, the calculation gives -14051.301 eV.

Element x y z (Å)
1 O -2.675 -0.575 -0.163
2 O 2.660 -0.842 2.227
3 O 0.953 -2.238 2.575
4 N -1.606 0.408 1.603
5 C 2.230 -0.482 -0.489
6 C 1.502 -1.614 0.277
7 C -1.879 1.688 -1.873
8 C -1.896 0.246 0.266
9 C 1.742 -1.612 1.843
10 C -1.080 1.177 -0.678
11 H -0.212 0.614 -1.010
12 H -0.694 0.825 1.739
13 H 3.326 -0.636 -0.430
14 H -0.827 1.987 -0.003
15 H -2.635 0.992 -2.182
16 H 1.989 -0.341 -1.516
17 H -1.682 -0.437 2.161
18 H -2.196 2.730 -1.753
19 H 2.027 0.463 0.051
20 H 1.800 -2.605 -0.035
21 H -1.269 1.743 -2.761
22 H 0.423 -1.491 0.152

[6]
The following is a quantum chemistry calculation of a molecular structure, C16H36GdN4O4S2, from OMol25.

Its total charge is +3. The energy relative to the best compared isomer or geometry (same formula, charge and spin) comes out at 6.5 kcal per mole. The expectation value of S² is 16.062. The value obtained for the frontier orbital gap (alpha / beta) is 9.37 / 5.48 eV. The spin multiplicity is 8. The highest occupied orbital energy (alpha / beta) comes out at -0.66553 / -0.65167 hartree. For the total energy, the calculation gives -73807.951 eV.

Element x y z (Å)
1 Gd -0.400 0.422 -0.654
2 S -1.286 -0.590 1.798
3 S -1.454 2.645 1.018
4 O 0.397 -1.980 -0.624
5 O -1.502 -1.045 -2.313
6 O -4.123 0.818 -0.827
7 O 0.958 -0.082 -2.841
8 N 1.520 1.901 0.458
9 N -0.046 2.682 -1.842
10 N -0.927 -3.073 2.659
11 N -0.565 -1.333 4.195
12 C 1.627 -2.510 -0.109
13 C 1.817 3.191 -0.222
14 C -3.022 0.840 -1.010
15 C -1.128 -0.939 -3.698
16 C -0.810 -4.268 3.508
17 C -1.350 4.059 -0.152
18 C -1.128 3.673 -1.611
19 C 1.205 2.100 1.895
20 C -0.339 -2.970 -1.357
21 C 1.323 3.226 -1.668
22 C 0.382 -0.900 -3.872
23 C -0.869 -1.794 2.998
24 C 2.383 0.002 -3.020
25 C -1.671 -2.368 -1.780
26 C -0.046 2.944 2.146
27 C -0.337 -2.037 5.465
28 H -2.303 4.579 -0.072
29 H 2.823 -0.995 -3.077
30 H 1.379 4.257 -2.026
31 H 1.074 1.112 2.335
32 H 2.245 -2.907 -0.916
33 H -1.680 -4.387 4.152
34 H -1.582 -0.016 -4.060
35 H 0.621 -2.552 5.466
36 H 0.821 -1.899 -3.818
37 H 2.889 3.391 -0.226
38 H 1.428 -3.306 0.611
39 H -0.320 -1.293 6.255
40 H 2.622 0.545 -3.935
41 H -0.926 4.597 -2.161
42 H 1.360 3.995 0.346
43 H -0.751 -5.135 2.856
44 H 2.156 -1.699 0.389
45 H -1.545 -1.770 -4.267
46 H -2.046 3.250 -2.020
47 H 1.989 2.632 -2.293
48 H -0.516 -3.846 -0.727
49 H -0.601 -0.329 4.264
50 H 2.380 1.358 0.450
51 H -0.113 2.460 -2.833
52 H -2.158 -3.018 -2.507
53 H 0.618 -0.481 -4.852
54 H -1.137 -2.740 5.683
55 H 0.094 -4.235 4.107
56 H -0.583 4.734 0.219
57 H 2.038 2.588 2.411
58 H 0.248 -3.292 -2.221
59 H 2.800 0.524 -2.161
60 H -2.330 -2.254 -0.918
61 H -0.425 2.736 3.145
62 H -1.327 -3.231 1.750
63 H 0.153 4.013 2.111

[7]
The following is a quantum chemistry calculation of C2H4N2 in the gas phase in a non-equilibrium geometry, from OMol25.

Its total charge is 0. The SMILES is N#CCN. The energy relative to the best compared isomer or geometry (same formula, charge and spin) comes out at 42.9 kcal per mole. The value obtained for the frontier orbital gap is 11.16 eV. The highest occupied orbital energy comes out at -0.38471 hartree. For the total energy, the calculation gives -5117.098 eV.

Element x y z (Å)
1 N 2.018 -0.997 1.711
2 N 0.138 0.294 -0.829
3 C -0.219 -0.099 0.831
4 C 1.051 -0.579 1.274
5 H -0.975 -0.747 1.018
6 H -0.395 1.058 1.076
7 H 0.721 -0.475 -1.098
8 H 0.854 1.003 -0.792

[8]
The following is a quantum chemistry calculation of 7 unconnected molecules or ions with the total composition C3H19N2O7S in a non-equilibrium geometry, from OMol25.

Its total charge is -1. The energy relative to the best compared isomer or geometry (same formula, charge and spin) comes out at 42.5 kcal per mole. The value obtained for the frontier orbital gap is 6.91 eV. The highest occupied orbital energy comes out at -0.14343 hartree. For the total energy, the calculation gives -31569.385 eV.

Element x y z (Å)
1 S -0.350 -1.972 2.092
2 O 3.033 -1.251 2.389
3 O -3.411 3.899 -0.546
4 O -1.025 3.078 -1.471
5 O 3.090 -2.376 -0.069
6 O 1.594 1.487 1.643
7 O 0.545 -2.623 -0.921
8 O -0.453 -0.820 -3.330
9 N -1.229 1.141 -0.198
10 N 0.545 1.406 -1.774
11 C -0.970 -0.352 -0.015
12 C -1.468 -0.760 1.306
13 C -0.623 1.909 -1.218
14 H 3.869 -1.901 -0.335
15 H 1.412 1.579 2.587
16 H -3.867 3.124 -0.669
17 H 0.171 -2.666 0.052
18 H -1.567 0.057 2.070
19 H -1.901 1.556 0.444
20 H -0.212 -1.431 -2.673
21 H -2.466 -1.131 1.175
22 H -1.547 -0.842 -0.864
23 H 1.057 1.986 -2.460
24 H -2.666 3.825 -1.220
25 H 2.284 -1.668 2.759
26 H 3.072 -2.002 0.776
27 H 0.092 -0.364 -0.335
28 H 0.504 0.407 -2.110
29 H 1.426 -2.529 -0.705
30 H 0.804 1.080 1.136
31 H -1.360 -0.963 -3.447
32 H 2.673 -0.330 2.163